# 1
Below is one molecule with the formula C4H4N2 in a non-equilibrium geometry, with properties calculated with ωB97M-V/def2-TZVPD.

```
10
Properties=species:S:1:pos:R:3:forces:R:3:mulliken_charge:R:1
C 0.19276 0.55196 -1.82142 -0.306 1.851 0.854 0.20
C 0.57120 -0.66343 -1.82282 0.088 -0.559 0.205 -0.35
C 0.04653 1.93879 -1.41594 0.995 -1.318 1.776 -0.24
C 0.36912 -0.38023 0.88219 4.476 -0.067 0.318 -0.68
N 0.43206 1.73995 -0.11847 -1.598 2.796 -2.966 -0.64
N 0.74726 0.47658 -0.18759 1.191 -1.177 -1.336 0.41
H -0.09561 2.83091 -2.01625 -0.020 -0.158 0.552 0.37
H -0.59696 -0.25705 1.16447 -2.877 0.001 1.046 0.34
H 0.67824 -1.31800 0.49179 -0.481 -1.306 0.269 0.33
H 1.15624 -0.15734 1.68850 -1.467 -0.064 -0.717 0.27
```
Forces are in eV/Å.

For the LUMO energy, the calculation gives -0.148 eV. Its total charge is 0. The value obtained for the HOMO-LUMO gap is 9.18 eV. The total energy is -264.04973 hartree. As for the HOMO energy: -9.3 eV. As for the energy above the lowest of the compared OMol25 structures with the same formula, charge and spin: 7.529 eV.

---

# 2
Below is one molecule with the formula C8H12N2OS2 in a non-equilibrium geometry, with properties calculated with ωB97M-V/def2-TZVPD.

```
25
Properties=species:S:1:pos:R:3:forces:R:3:mulliken_charge:R:1
C 4.90415 0.72839 -0.22140 2.157 0.379 -1.930 -0.81
C 2.33193 -0.42268 -0.40827 0.957 -2.179 -2.023 -0.74
C 1.79558 0.37488 0.68898 0.926 0.575 3.243 -0.57
C 0.38522 0.90370 0.55838 -0.453 0.860 1.157 0.52
C -0.68681 -0.22594 0.45863 -0.481 -0.469 0.217 0.19
C -2.13784 0.10562 0.32227 0.315 0.314 -0.383 0.42
C -3.98940 1.06933 -0.05894 -1.298 1.110 -2.645 -0.36
C -4.42034 -0.17955 -0.55704 1.609 2.070 1.968 -0.22
H 4.54400 1.14614 -1.21605 0.436 -0.052 1.359 0.26
H 4.84687 1.48674 0.59128 -0.587 -0.890 -0.315 0.28
H 6.07365 0.60191 -0.37573 -2.399 -0.097 0.297 0.29
H 2.29294 -0.02831 -1.44556 -0.070 0.406 0.876 0.34
H 1.72491 -1.34351 -0.47198 0.691 0.011 0.035 0.32
H 1.87924 -0.23688 1.67743 -0.101 0.976 -1.651 0.20
H 2.48422 1.25477 0.82085 -0.791 -0.517 0.173 0.32
H 0.16090 1.54603 1.48156 -0.054 -1.347 -0.663 0.31
H 1.05429 2.68246 -0.38324 -1.681 -2.958 -0.363 0.27
H -0.47551 2.26669 -0.83019 0.049 -0.745 0.503 0.29
H -4.55459 1.97451 -0.36272 0.118 -0.621 0.769 0.33
H -5.39627 -0.27444 -1.05176 0.709 -0.584 0.476 0.37
N 0.39871 1.79013 -0.57987 1.123 3.515 -1.130 -0.76
N -2.67746 1.30614 0.32380 -1.105 -2.819 -0.231 -0.47
O -0.48898 -1.42917 0.47959 1.159 0.887 0.171 -0.64
S 4.13620 -0.93087 -0.14579 -0.985 0.863 0.493 -0.09
S -3.12785 -1.28408 -0.17757 -0.242 1.312 -0.399 -0.06
```
Forces are in eV/Å.

For the LUMO energy, the calculation gives -0.546 eV. Its total charge is 0. The value obtained for the HOMO-LUMO gap is 7.93 eV. The total energy is -1293.09403 hartree. The SMILES is CSCC[C@@H](N)C(=O)c1nccs1. As for the HOMO energy: -8.5 eV. As for the energy above the lowest of the compared OMol25 structures with the same formula, charge and spin: 1.465 eV.

---

# 3
Below is a 13-piece molecular cluster, C6H39NO12 overall in a non-equilibrium geometry, with properties calculated with ωB97M-V/def2-TZVPD.

```
58
Properties=species:S:1:pos:R:3:forces:R:3:mulliken_spin:R:1
C -1.16525 -0.58666 1.77396 0.854 -0.572 1.098 0.35
C -1.21006 -0.76566 0.24732 0.617 1.996 -1.634 -0.18
N -2.65875 -0.96889 -0.20145 2.643 1.850 -0.382 -0.07
C -2.87123 -2.40494 -0.43989 -2.606 0.495 -1.520 0.08
C -2.44240 -0.00074 -2.57698 3.230 0.188 -0.051 0.11
C -3.04400 0.03880 -1.22492 -5.155 0.495 1.155 -0.05
C -4.63601 -0.16328 -1.39205 0.908 -3.142 -1.903 0.02
H -0.30540 0.05519 2.11379 -0.633 -0.637 -0.663 0.02
H -2.08698 -0.07921 2.29744 1.502 -1.491 -1.380 0.01
H -0.87696 -1.63502 2.10943 -0.917 1.301 0.615 0.03
H -0.58196 0.21825 -0.19859 -2.268 -2.400 0.546 0.06
H -0.63660 -1.63724 -0.23795 -0.337 1.209 1.459 0.04
H -3.45826 -2.73328 0.46241 0.995 -0.615 -1.006 0.01
H -3.51910 -2.60111 -1.37624 0.427 0.537 1.527 0.01
H -2.02319 -2.98648 -0.79431 0.610 -0.005 0.993 -0.06
H -1.91109 -0.93208 -2.87367 -0.103 0.368 0.722 0.01
H -3.10883 0.12889 -3.38435 -0.958 0.689 -0.709 -0.02
H -1.69299 0.82666 -2.52878 -0.187 -0.699 -0.922 0.04
H -3.20241 1.18218 -0.85031 1.781 -2.672 -0.180 -0.03
H -5.15451 0.29972 -0.60574 -0.810 0.730 0.937 0.01
H -5.00240 0.14607 -2.42295 0.370 -0.068 1.426 0.00
H -4.85410 -1.31711 -1.31141 0.097 2.302 -0.269 0.00
H 0.80741 2.68286 0.72936 0.210 -0.090 -0.284 0.09
H -0.35340 2.14330 -0.21775 0.491 0.768 0.938 0.14
O -0.13925 2.77283 0.51146 -1.024 -0.434 -0.586 0.00
H 2.57607 2.13062 -2.22311 -0.361 0.528 -1.309 0.10
H 1.95652 3.38213 -2.97394 0.706 -1.701 -0.165 -0.07
O 2.34559 2.46969 -3.13945 -0.377 0.941 1.493 0.08
H 2.11254 -0.43406 -2.25407 -1.375 -0.175 -1.442 0.02
H 3.16155 -1.24256 -1.49540 0.181 -1.753 0.060 0.08
O 2.76681 -0.39778 -1.60249 0.956 3.075 1.140 0.24
H 2.30455 -3.08930 -1.64206 -2.115 -0.665 -2.579 0.09
H 2.61300 -3.00281 -0.23960 0.498 0.264 0.233 -0.05
O 3.00608 -2.83150 -1.10937 1.847 -0.608 2.460 -0.11
H 1.92457 2.90176 3.75004 0.052 -1.501 1.299 0.02
H 3.19331 2.23567 4.11667 0.459 -0.529 0.201 -0.07
O 2.26447 2.15315 4.35441 -0.730 2.024 -1.533 0.09
H 1.50865 -1.62619 -3.52843 0.246 2.434 -0.251 0.07
H 1.76963 -2.78801 -4.40861 -0.730 0.363 1.807 -0.04
O 1.40959 -2.54055 -3.50246 0.087 -4.194 -1.137 0.14
H 2.72628 0.00152 -4.51820 5.307 2.513 0.680 0.04
H 1.34361 0.32597 -4.48643 0.512 -1.184 -0.326 0.07
O 1.97132 -0.44352 -4.62483 -5.578 0.016 -0.808 -0.16
H 3.19452 2.95489 1.46804 -1.759 -1.168 -1.657 0.06
H 2.73772 1.61009 0.78303 0.596 -0.812 -0.053 0.12
O 2.48439 2.53197 0.84328 1.563 1.864 1.588 -0.20
H -0.63743 3.17261 2.48704 0.033 -0.348 -0.485 0.01
H -0.27708 2.56275 3.91155 -0.754 1.971 -1.364 0.01
O -0.43873 3.42320 3.39334 0.622 -1.505 1.755 0.02
H 0.00214 0.75593 5.50004 1.094 0.974 2.631 0.03
H 0.37114 0.84552 4.04912 1.379 0.252 -0.670 -0.05
O -0.23840 0.48166 4.66357 -2.251 -1.487 -1.799 0.06
H -1.87913 -2.88030 4.06483 -0.601 -0.102 -1.605 0.00
H -1.41562 -1.62143 4.87043 -0.066 -1.095 -0.427 0.00
O -1.53047 -2.60200 4.88156 0.765 1.301 1.984 -0.01
H 4.12681 -0.57923 0.90923 0.005 0.278 -0.134 -0.01
H 4.36728 0.15377 -0.44778 -0.341 0.332 1.566 0.17
O 4.30642 0.30330 0.54221 0.393 -0.401 -1.077 -0.38
```
Forces are in eV/Å.

For the LUMO energy (spin up / spin down), the calculation gives 2.500 / 2.406 eV. Its total charge is -1. The value obtained for the HOMO-LUMO gap (spin up / spin down) is 2.36 / 8.74 eV. The total energy is -1209.46866 hartree. As for the HOMO energy (spin up / spin down): 0.1 / -6.3 eV. As for the expectation value of S²: 0.75. Its spin multiplicity is 2. As for the energy above the lowest of the compared OMol25 structures with the same formula, charge and spin: 0.000 eV.